C70H118B4F16N10O4 | ωB97M-V with the def2-TZVPD basis set

Structure (ORCA input):
```
! RIJCOSX wB97M-V def2-TZVPD def2/J DEFGRID3
* xyz 6 1
C 9.0427 1.2654 -6.5991
N 8.1525 1.1868 -5.4244
C 8.1377 -0.0212 -4.7994
C 7.2994 -0.1742 -3.7200
C 6.5947 0.8522 -3.1754
C 6.6380 2.0733 -3.8518
C 7.4338 2.1841 -4.9711
C 6.0079 0.7878 -1.8182
C 5.2333 -0.3283 -1.4313
C 4.7642 -0.4876 -0.1395
N 5.0615 0.4578 0.7420
C 5.8440 1.5522 0.4000
C 6.2500 1.7885 -0.8951
C 4.5436 0.4145 2.1288
H 9.3866 2.2960 -6.6445
H 8.4656 1.0608 -7.4810
H 9.9496 0.6221 -6.5040
H 8.6729 -0.8220 -5.3025
H 7.1822 -1.1848 -3.2771
H 5.9841 2.9331 -3.5964
H 7.4954 3.1193 -5.5045
H 5.0132 -1.1105 -2.1731
H 4.1478 -1.2992 0.1995
H 6.1029 2.2087 1.1809
H 6.8768 2.6576 -1.1082
H 5.1612 -0.3154 2.7177
H 3.5297 0.0787 2.1123
H 4.6611 1.4111 2.5497
C 1.5906 10.6207 -2.0493
N 0.9011 9.5518 -1.2740
C 1.2976 8.2807 -1.5079
C 0.9482 7.2836 -0.6122
C 0.0859 7.5750 0.4655
C -0.2712 8.8669 0.7028
C 0.1394 9.8094 -0.2247
C -0.3536 6.4486 1.4059
C -1.1922 6.7261 2.4874
C -1.5493 5.7202 3.3127
N -1.2398 4.4187 3.0576
C -0.5035 4.1051 2.0011
C -0.0079 5.1092 1.1980
C -1.7864 3.3704 3.9630
H 1.5141 10.4367 -3.1344
H 2.6439 10.4865 -1.7909
H 1.2390 11.6389 -1.8249
H 2.0016 8.2381 -2.3278
H 1.3367 6.2779 -0.8579
H -0.9532 9.2290 1.4565
H -0.0834 10.8629 -0.0505
H -1.6142 7.7203 2.7048
H -2.1528 5.9283 4.1485
H -0.4210 3.0243 1.8417
H 0.6055 4.8199 0.3259
H -1.5499 2.3875 3.5895
H -2.8427 3.5678 4.1664
H -1.2773 3.3571 4.8993
C -8.1432 7.7471 -3.6576
N -6.8273 7.1021 -3.3920
C -5.7221 7.5715 -4.0201
C -4.4576 6.9628 -3.9431
C -4.3228 5.8031 -3.1747
C -5.4366 5.4009 -2.4615
C -6.6628 6.0492 -2.6034
C -3.0409 5.0356 -3.0771
C -2.6270 4.3550 -1.9304
C -1.5669 3.5101 -2.0576
N -0.8967 3.3486 -3.1911
C -1.0651 4.2113 -4.2409
C -2.1832 5.0156 -4.1680
C 0.1387 2.3341 -3.2582
H -7.8889 8.5706 -4.3346
H -8.5192 8.1790 -2.7042
H -8.9225 7.0455 -3.9520
H -5.8880 8.3878 -4.7013
H -3.6880 7.4048 -4.5034
H -5.4966 4.4968 -1.8543
H -7.5165 5.7711 -1.9762
H -3.1333 4.4550 -0.9887
H -1.2237 2.8169 -1.2741
H -0.3178 4.1733 -5.0473
H -2.4738 5.6055 -5.0465
H 1.0165 2.6317 -2.6288
H 0.5046 2.2358 -4.2957
H -0.2612 1.3960 -2.8919
C 2.3660 -4.4801 -4.5250
C 2.4447 -3.3089 -5.4923
C 1.8840 -3.6449 -6.8980
C 0.4282 -4.1682 -6.7998
C -0.3865 -2.9843 -6.4591
C 0.0100 -2.1495 -5.2280
N 1.4510 -2.3124 -5.0377
O 2.0355 -1.2408 -4.5254
C -0.5470 -2.8332 -3.9665
C -0.3996 -0.7141 -5.4266
C 3.8820 -2.7739 -5.5475
H 3.2010 -5.1671 -4.8241
H 1.4347 -5.0318 -4.6020
H 2.5225 -4.1262 -3.4970
H 2.5734 -4.4073 -7.2687
H 1.9538 -2.8225 -7.6410
H 0.3870 -4.9661 -6.0849
H 0.2256 -4.5898 -7.7643
H -1.4551 -3.0856 -6.2876
H -0.3489 -2.3246 -7.3553
H -1.5925 -2.5668 -3.7863
H -0.0303 -2.4061 -3.1197
H -0.5068 -3.9140 -3.9495
H 0.3476 -0.2530 -6.1686
H -0.2812 -0.1464 -4.4947
H -1.4086 -0.7921 -5.7894
H 4.4460 -2.8213 -4.5379
H 3.8762 -1.7526 -5.9507
H 4.3488 -3.4578 -6.2543
C -1.8948 -7.6997 2.9669
C -0.6589 -6.9067 2.6649
C 0.6378 -7.4661 3.3646
C 1.9213 -6.8359 2.8136
C 2.0767 -7.1172 1.2943
C 0.8633 -6.6304 0.4008
N -0.3836 -6.8574 1.1759
O -1.4276 -7.0248 0.5248
C 0.7572 -7.2208 -0.9863
C 0.7775 -5.0542 0.2522
C -0.9171 -5.4297 3.0924
H -1.8927 -8.7330 2.5872
H -2.6718 -7.1472 2.4060
H -2.1739 -7.5997 4.0053
H 0.6568 -8.5669 3.2274
H 0.5068 -7.3151 4.4284
H 2.7562 -7.2274 3.3692
H 1.8408 -5.8138 3.0789
H 2.1805 -8.1872 1.1041
H 3.0034 -6.6551 0.8926
H 1.7012 -7.0534 -1.4631
H -0.0037 -6.6526 -1.4878
H 0.4879 -8.2694 -1.0361
H 1.2751 -4.7556 -0.6334
H 1.2267 -4.5447 1.1128
H -0.3051 -4.8873 0.0659
H -1.2483 -5.4202 4.1435
H -1.6866 -5.1286 2.3639
H 0.0113 -4.8893 3.0487
C -7.4974 -2.2721 -1.6699
C -6.7557 -1.8438 -0.4996
N -5.2511 -1.4716 -0.6883
C -5.2018 -0.4669 -1.7489
C -4.7340 -0.9503 0.6912
C -5.2074 0.4531 0.9605
C -4.4221 -2.6368 -1.0881
C -4.1829 -3.8062 -0.0537
O -5.4176 -4.4028 0.2004
C -5.1584 -5.7404 0.5756
H -6.9094 -3.0144 -2.2050
H -7.8256 -1.4344 -2.3135
H -8.3778 -2.6848 -1.2240
H -6.7521 -2.6128 0.2554
H -7.1444 -0.9178 -0.0660
H -5.2582 -0.8932 -2.7401
H -4.3864 0.2513 -1.6914
H -6.0883 0.1148 -1.5826
H -3.6615 -0.9752 0.5706
H -5.0842 -1.6126 1.4636
H -6.2473 0.4928 1.1767
H -4.9822 1.2068 0.1790
H -4.6817 0.8504 1.8157
H -3.4287 -2.2589 -1.3919
H -4.7968 -3.1098 -1.9914
H -3.7216 -3.3052 0.8076
H -3.4972 -4.5657 -0.5189
H -4.2559 -5.7247 1.1565
H -5.0975 -6.4479 -0.3199
H -6.0047 -6.0270 1.1742
C 2.0917 -3.4342 7.6772
C 1.3891 -2.2230 7.0002
N 0.6259 -1.2921 7.9567
C -0.0184 -0.2694 7.0287
C -0.3905 -1.9840 8.8088
C -1.3649 -2.9061 8.0227
C 1.7324 -0.6304 8.8610
C 1.1689 0.0052 10.0645
O 0.2879 1.0831 9.7583
C -0.3877 1.5150 10.8678
H 1.3980 -4.0742 8.2071
H 2.9236 -3.1398 8.3462
H 2.5699 -4.0276 6.9128
H 0.6186 -2.6266 6.3415
H 2.1064 -1.5988 6.4584
H -0.8476 -0.7010 6.5061
H 0.7131 0.0258 6.2871
H -0.3182 0.6367 7.5882
H -0.9508 -1.1746 9.2932
H 0.1297 -2.5615 9.5957
H -2.0834 -3.4378 8.6774
H -0.8493 -3.6950 7.5096
H -1.9322 -2.3196 7.2902
H 2.3324 0.0922 8.3288
H 2.2870 -1.4777 9.2552
H 2.0600 0.3859 10.6741
H 0.6191 -0.7232 10.6959
H -1.2602 2.1259 10.5609
H 0.2410 2.1207 11.4719
H -0.8069 0.7459 11.4329
B 2.8109 4.7730 -2.7649
F 1.3915 5.0192 -3.1814
F 3.5623 4.3415 -3.9218
F 3.2674 5.9189 -2.1888
F 2.6987 3.5854 -1.7932
B -1.2014 0.0861 -0.5594
F 0.0960 -0.0002 -1.0206
F -1.2961 1.3034 0.2612
F -2.1390 0.3549 -1.6386
F -1.5532 -1.0979 0.0691
B 3.8523 -3.9878 -1.0943
F 3.1618 -5.0880 -1.5505
F 5.1973 -4.0282 -1.5146
F 3.1758 -2.7619 -1.6335
F 3.6292 -3.8726 0.3892
B 1.4998 1.6564 3.5448
F 2.2800 0.6927 4.1386
F 0.7184 1.1402 2.4917
F 0.6523 2.2648 4.4863
F 2.3475 2.7122 2.9601
*
```

Output
Orbital gap = 6.107 eV
E_HOMO = -18.47 eV